No. 1
The following is a quantum chemistry calculation of a single C16H16N4O2 molecule in a non-equilibrium geometry, from the Open Molecules 2025 dataset.

Last column: Löwdin charge in e.
Cartesian coordinates (Å):
C1 2.738 -2.046 -5.644  -0.005
C2 2.005 -1.520 -4.465  -0.316
C3 0.779 -1.842 -3.946  -0.009
C4 0.606 -1.039 -2.805  -0.005
C5 1.744 -0.268 -2.694  -0.248
C6 2.136 0.808 -1.832  -0.072
N1 1.678 1.213 -0.712  0.065
N2 0.739 0.507 -0.006  0.067
C7 0.778 -0.822 0.264  -0.472
O1 1.547 -1.609 -0.243  0.078
C8 -0.285 -1.284 1.276  -0.033
N3 -0.789 -0.259 2.137  -0.012
C9 -0.221 0.198 3.306  -0.343
C10 1.035 -0.374 3.842  0.004
N4 -0.895 1.163 3.854  0.165
C11 -1.972 1.392 3.035  -0.228
C12 -3.009 2.311 3.140  -0.015
C13 -3.961 2.319 2.142  -0.098
C14 -3.896 1.442 1.058  -0.097
C15 -2.875 0.521 0.933  -0.025
C16 -1.919 0.504 1.935  -0.179
O2 2.582 -0.563 -3.724  0.090
H1 3.651 -2.549 -5.327  0.087
H2 3.020 -1.231 -6.309  0.086
H3 2.112 -2.751 -6.183  0.084
H4 0.091 -2.566 -4.333  0.110
H5 -0.256 -1.012 -2.171  0.108
H6 2.948 1.418 -2.211  0.125
H7 0.223 1.113 0.622  0.143
H8 0.160 -2.093 1.864  0.136
H9 -1.116 -1.709 0.703  0.137
H10 1.829 -0.330 3.097  0.087
H11 1.330 0.194 4.719  0.086
H12 0.891 -1.416 4.128  0.087
H13 -3.055 2.988 3.977  0.110
H14 -4.779 3.022 2.194  0.099
H15 -4.662 1.487 0.298  0.099
H16 -2.830 -0.152 0.089  0.103

Properties
Kohn-Sham gap (eV): 8.807
Calculated total energy (a.u.): -988.79525
Structure (SMILES): Cc1ccc(/C=N\NC(=O)Cn2c(C)nc3ccccc32)o1
Total charge: 0
E_HOMO (eV): -8.23
F_max (eV/A): 1.4
Relative energy (zero: lowest compared OMol25 entry of this formula, charge and spin) (kJ/mol): 104.6

=====

No. 2
The following is a quantum chemistry calculation of a single C16H16N4O2S2 molecule, from the Open Molecules 2025 dataset.

Last column: Löwdin charge in e.
Cartesian coordinates (Å):
C1 -1.963 1.657 1.769  -0.026
C2 -0.958 0.665 1.192  -0.361
N1 -1.647 -0.529 0.731  -0.073
S1 -0.670 -1.648 -0.081  0.677
O1 0.605 -1.038 -0.322  -0.264
O2 -0.726 -2.895 0.623  -0.276
C3 -1.562 -1.784 -1.618  -0.281
C4 -1.251 -0.922 -2.650  -0.058
C5 -1.971 -0.998 -3.831  -0.067
C6 -2.989 -1.931 -3.960  -0.075
C7 -3.289 -2.793 -2.917  -0.066
C8 -2.571 -2.720 -1.734  -0.058
C9 0.075 0.281 2.207  -0.274
N2 -0.211 -0.386 3.281  0.134
N3 0.974 -0.633 3.881  0.032
C10 2.020 -0.135 3.172  -0.827
S2 3.602 -0.193 3.583  0.614
N4 1.425 0.477 2.085  0.052
C11 2.111 1.118 1.034  -0.240
C12 3.156 0.465 0.397  -0.043
C13 3.826 1.102 -0.631  -0.061
C14 3.458 2.379 -1.022  -0.084
C15 2.419 3.028 -0.378  -0.077
C16 1.744 2.403 0.656  -0.017
H1 -1.466 2.588 2.031  0.080
H2 -2.416 1.239 2.664  0.082
H3 -2.738 1.860 1.036  0.084
H4 -0.455 1.080 0.314  0.131
H5 -2.130 -0.993 1.488  0.111
H6 -0.443 -0.220 -2.517  0.113
H7 -1.738 -0.334 -4.650  0.107
H8 -3.548 -1.990 -4.882  0.105
H9 -4.078 -3.521 -3.026  0.107
H10 -2.766 -3.381 -0.905  0.113
H11 1.032 -1.176 4.726  0.150
H12 3.428 -0.532 0.701  0.104
H13 4.639 0.597 -1.129  0.108
H14 3.985 2.871 -1.826  0.102
H15 2.135 4.027 -0.673  0.103
H16 0.950 2.915 1.179  0.114

Properties
Kohn-Sham gap (eV): 8.316
Calculated total energy (a.u.): -1785.18711
Structure (SMILES): C[C@H](NS(=O)(=O)c1ccccc1)c1n[nH]c(=S)n1-c1ccccc1
Total charge: 0
E_HOMO (eV): -7.78
F_max (eV/A): 1.0
Relative energy (zero: lowest compared OMol25 entry of this formula, charge and spin) (kJ/mol): 131.1